This record from OMol25 describes an isolated molecule of C2H6N2S2 at a distorted geometry. The level of theory is ωB97M-V with the def2-TZVPD basis set.

CARTESIAN COORDINATES (ANGSTROEM)
C 0.62081 -0.99555 0.60833
C -0.05779 1.28214 0.10806
H 0.49905 -1.96603 0.11832
H 1.67698 -0.93456 1.02160
H -0.13985 -0.87345 1.37726
H 0.60030 -0.14432 -2.69361
H 0.59193 2.11395 -0.03950
H -2.11216 -0.57070 0.00733
N 0.34777 0.02229 -0.41843
N -1.12715 1.52917 0.72922
S 1.49927 0.10965 -1.72606
S -2.39916 0.42742 0.90748

## Properties
- DFT total energy (hartree) = -985.62816
- LUMO (eV) = 0.6
- HOMO level (eV) = -8.684
- Kohn-Sham gap (eV) = 9.327

These are the Löwdin partial charges, in e, on atoms 1 to 2:
1 C -0.165
2 C -0.403

***

This record from OMol25 describes a 2-piece molecular cluster, C4H14N2O overall at a distorted geometry. The level of theory is ωB97M-V with the def2-TZVPD basis set.

CARTESIAN COORDINATES (ANGSTROEM)
C 0.06194 -0.85009 1.12965
C -0.03530 0.65368 1.43682
C 0.21645 1.46537 0.09838
C -0.99782 1.61601 -0.79729
N -1.39987 3.01733 -1.01387
N 1.43635 -1.18426 0.75924
H -0.70285 -1.12645 0.38573
H -0.33326 -1.33560 2.03553
H 0.79126 0.87213 2.11203
H -0.94379 1.13286 1.81719
H 0.65503 2.41968 0.38892
H 1.01745 0.92672 -0.42195
H -1.83474 0.95054 -0.52174
H -0.74475 1.16759 -1.77671
H -0.62735 3.62828 -0.77447
H -1.47083 3.13660 -2.01450
H 1.54828 -1.25688 -0.23101
H 1.65434 -2.02606 1.26470
H 1.19296 -4.47394 -1.77819
H 0.21843 -4.55045 -0.61000
O 0.29809 -4.18304 -1.48847

## Properties
- DFT total energy (hartree) = -345.51339
- LUMO (eV) = 0.7
- HOMO level (eV) = -9.115
- Kohn-Sham gap (eV) = 9.767

These are the Löwdin partial charges, in e, on atoms 1 to 2:
1 C -0.306
2 C -0.198

***

This record from OMol25 describes C40H36BCrN5P2 as an isolated structure at a distorted geometry. The level of theory is ωB97M-V with the def2-TZVPD basis set.

CARTESIAN COORDINATES (ANGSTROEM)
Cr 0.19884 -1.15601 -0.98528
B -0.31340 -3.91866 -3.24998
N -0.45662 -2.41558 -3.66118
C -0.78078 -2.08727 -4.91584
C -0.79642 -0.70865 -5.03020
C -0.46319 -0.26281 -3.76028
N -0.26407 -1.30200 -2.93574
N 0.15736 -4.08174 -1.78161
C 0.11855 -5.23660 -1.10882
C 0.84801 -5.09871 0.05912
C 1.30141 -3.78589 0.01974
N 0.87470 -3.17508 -1.09624
H -1.38744 -4.45269 -3.36945
H 0.51865 -4.40488 -3.97757
H -0.97415 -2.85300 -5.64792
H -1.03542 -0.12149 -5.89918
H -0.34108 0.74806 -3.41668
H -0.40321 -6.09279 -1.50199
H 1.01998 -5.83650 0.82324
H 1.93243 -3.25654 0.71223
N 1.42873 1.11307 0.59080
P 1.24033 -0.48515 1.13434
C 2.71308 -0.66709 2.23048
C 3.59014 0.37326 2.51168
C 4.51467 0.24995 3.54135
C 4.59543 -0.92094 4.27598
C 3.76720 -1.98963 3.95817
C 2.82813 -1.85777 2.95142
C 0.06860 -0.60327 2.54302
C 0.04398 0.31752 3.58473
C -0.86861 0.17240 4.61377
C -1.73565 -0.91220 4.62808
C -1.68747 -1.85474 3.61203
C -0.79433 -1.69445 2.56375
P 0.99760 1.35966 -1.06635
C -0.24861 2.71051 -1.05670
C -1.46752 2.55912 -1.70940
C -2.40157 3.58368 -1.68893
C -2.13120 4.75754 -1.00425
C -0.91985 4.91203 -0.34215
C 0.02091 3.89657 -0.37644
C 2.42478 2.36320 -1.61409
C 3.70166 2.23021 -1.07509
C 4.76459 2.94730 -1.60391
C 4.57443 3.78307 -2.69374
C 3.31460 3.88170 -3.27102
C 2.25148 3.17372 -2.74164
H 1.64354 1.89549 1.19417
H 3.58148 1.28309 1.92488
H 5.16873 1.08014 3.77609
H 5.29867 -1.00409 5.09419
H 3.83996 -2.91963 4.50695
H 2.15594 -2.67932 2.73295
H 0.73815 1.15209 3.58883
H -0.91365 0.91292 5.40249
H -2.45388 -1.02056 5.43066
H -2.35332 -2.70805 3.62402
H -0.77732 -2.40627 1.74625
H -1.70032 1.62933 -2.21407
H -3.34957 3.45530 -2.19530
H -2.86331 5.55450 -0.97979
H -0.70128 5.82770 0.19294
H 0.97681 4.03184 0.11880
H 3.86116 1.56698 -0.23332
H 5.75014 2.85093 -1.16597
H 5.40322 4.34885 -3.09822
H 3.16076 4.51451 -4.13594
H 1.26641 3.25542 -3.18649
C -4.50074 1.53908 1.71945
C -3.11865 1.78432 1.67541
C -2.29704 0.95180 0.96967
C -2.75519 -0.17871 0.25698
C -1.88415 -1.05216 -0.50410
C -2.51837 -2.12876 -1.10087
C -3.90195 -2.38292 -1.01755
C -4.71378 -1.54170 -0.32313
C -4.16481 -0.41889 0.33041
C -5.00501 0.45719 1.06004
H -5.15229 2.19711 2.28183
H -2.70058 2.64207 2.19065
H -1.24993 1.16263 0.95358
H -1.94201 -2.83652 -1.68815
H -4.31622 -3.24571 -1.52687
H -5.78136 -1.72150 -0.25593
H -6.06996 0.25102 1.08221

## Properties
- DFT total energy (hartree) = -3571.73352
- LUMO (alpha / beta) (eV) = 0.4 / 0.3
- HOMO level (alpha / beta) (eV) = -6.726 / -7.283
- spin multiplicity = 5
- Kohn-Sham gap (alpha / beta) (eV) = 7.115 / 7.619

These are the Löwdin partial charges, in e, on atoms 1 to 2:
1 Cr 0.449
2 B -0.416